79
Properties=species:S:1:pos:R:3 method="wB97M-V/def2-TZVPD" largest_force_ev_per_a=4.3 homo_ev=0.06 total_charge=-2 de_lowest_kcal_mol=0.00 e_lumo_ev=3.76
Sn -0.15 0.87 -0.31
S 1.48 -0.91 2.09
S -1.91 1.36 1.47
S -2.94 -2.44 2.90
S 4.90 -2.73 -1.41
F -1.39 -0.81 -2.95
F -2.74 1.05 -2.72
N -1.74 -3.46 0.65
N 0.28 0.50 4.13
N 4.60 -0.04 -1.41
N -0.56 -3.67 2.49
N -0.14 -1.70 4.06
N -1.19 2.77 -1.16
N 2.71 -1.32 -1.85
N -1.92 3.52 -0.29
N -3.40 3.62 1.39
N -0.39 1.27 -3.43
C -3.84 3.53 2.75
C 1.04 -4.52 -2.85
C -0.79 3.39 -2.29
C -0.30 2.68 -3.38
C 0.58 -0.72 3.46
C 3.44 -4.88 -2.54
C 1.48 1.10 -4.92
C 3.96 -1.24 -1.55
C -2.74 3.76 3.82
C -2.86 -2.97 -0.18
C 1.63 2.16 -0.23
C 0.47 3.28 -4.39
C 2.15 -5.36 -2.93
C 1.41 2.51 -5.13
C 1.16 -3.17 -2.62
C -0.70 4.88 -2.21
C -0.91 -1.11 5.03
C -1.71 -3.12 2.02
C 1.16 1.67 4.21
C -0.72 0.22 5.07
C 3.54 -3.60 -2.04
C 0.11 -4.35 1.49
C -0.61 -4.13 0.32
C 0.53 0.50 -4.12
C 2.40 -2.69 -2.13
C -2.38 2.96 0.83
B -1.58 0.50 -3.01
B 0.01 -3.27 3.91
H -0.38 -4.39 -0.69
H 0.09 -4.97 -3.08
H 0.20 5.21 -1.71
H 0.32 -2.47 -2.76
H 1.47 1.81 5.30
H 4.29 -5.59 -2.48
H -3.72 4.34 0.75
H 5.60 -0.10 -1.13
H 4.31 0.76 -1.99
H 1.12 -4.81 1.70
H 2.09 3.08 -5.74
H 1.98 -6.39 -3.14
H 2.06 1.52 3.61
H 0.62 2.58 3.84
H -1.60 -1.75 5.58
H -3.70 -2.54 0.43
H 1.38 3.10 0.28
H -0.55 -3.86 4.75
H 0.42 4.38 -4.49
H 1.11 -3.64 4.19
H -1.93 4.42 3.46
H -1.62 5.39 -1.74
H 2.42 1.57 0.21
H -4.22 2.51 2.83
H 1.97 2.43 -1.22
H -4.69 4.19 2.96
H -0.59 5.35 -3.20
H -3.16 4.34 4.70
H -2.60 -2.20 -0.93
H -1.15 1.01 5.64
H -2.44 2.76 4.20
H 0.40 -0.58 -4.09
H 2.22 0.49 -5.42
H -3.22 -3.85 -0.72